Molecular formula: C3H10BNO2
Method: DFT, the ωB97M-V functional and the def2-TZVPD basis

Geometry as XYZ:
```
17
Properties=species:S:1:pos:R:3:forces:R:3:nbo_charge:R:1
O -2.5589 -0.0350 0.3588 0.2222 3.2466 0.2333 -0.460
O 2.3205 -1.1723 -0.4838 -1.5808 1.4377 -0.5696 -0.887
N 0.6638 0.3635 -1.0725 -0.0912 0.5599 0.4134 -1.124
C -2.5524 -1.2962 -0.2533 1.3046 0.0220 -0.6847 -0.252
C 2.1214 0.9085 1.1248 -0.6293 -0.8109 -0.0847 -0.997
C -2.0126 0.9670 -0.2936 -1.0311 -0.3226 0.5579 0.078
B 1.6604 0.0578 -0.1775 2.0314 -0.9467 0.8531 1.008
H 3.1471 -1.2068 -0.0648 1.7774 -0.2963 0.9743 0.471
H -1.8236 -1.2799 -1.0881 -0.3732 -0.3216 0.5282 0.209
H -3.5426 -1.4191 -0.5943 -1.0738 -0.5633 -0.5848 0.190
H 0.8158 0.1525 -2.0142 -0.0539 -0.8735 -1.4015 0.392
H 1.7863 1.9131 1.2488 -0.6462 0.8559 -0.5405 0.229
H 1.6821 0.4110 1.9739 -0.3198 -0.4685 0.6076 0.230
H -2.2714 1.9365 0.2544 0.0791 -1.1720 0.1223 0.097
H -0.2567 0.6867 -0.8814 -0.6613 0.8783 -0.0811 0.389
H -2.3329 -1.9774 0.5413 0.2772 -0.7493 0.1228 0.196
H 3.1538 0.9901 1.4218 0.7688 -0.4758 -0.4661 0.232
```
Positions in Å, forces in eV/Å.

Summary:
* HOMO energy: -8.94 eV
* energy above the lowest of the compared OMol25 structures with the same formula, charge and spin: 329.8 kJ/mol
* orbital gap: 9.2 eV
* max |F|: 3.26 eV Å⁻¹
* net charge: 0

Molecular formula: C2H5GdO3
Method: DFT, the ωB97M-V functional and the def2-TZVPD basis

Geometry as XYZ:
```
11
Properties=species:S:1:pos:R:3:forces:R:3:lowdin_charge:R:1
Gd 0.4317 -1.7522 2.2109 -0.3732 0.6734 -0.3383 2.332
O -1.2221 -1.6640 0.5236 0.6738 2.1753 0.3147 -0.172
O 1.6635 0.9868 0.7341 1.2948 -0.7966 1.9177 -0.018
O 1.1633 0.5076 1.8391 -0.5530 -1.1371 -0.4827 -0.152
C -1.4285 -1.0293 -0.5511 -0.8704 -4.8772 -0.1773 0.103
C 0.9411 1.3566 -0.3665 -4.4553 -2.4463 -2.6619 0.061
H 0.4513 2.2973 -0.1050 0.5840 0.7031 -0.9268 0.161
H -0.1899 0.6694 -0.8304 2.4446 1.2150 2.1993 0.182
H 1.5005 0.9424 -1.2155 0.5991 1.8170 -0.1467 0.151
H -2.4955 -0.9349 -0.8368 -0.0976 1.3751 0.4542 0.187
H -0.8153 -1.3797 -1.4023 0.7533 1.2985 -0.1522 0.164
```
Positions in Å, forces in eV/Å.

Summary:
* spin multiplicity: 9
* HOMO energy (spin up / spin down): -24.54 / -24.50 eV
* energy above the lowest of the compared OMol25 structures with the same formula, charge and spin: 147.4 kJ/mol
* expectation value of S²: 20.401
* orbital gap (spin up / spin down): 9.2 / 5.0 eV
* max |F|: 5.74 eV Å⁻¹
* net charge: +3

Molecular formula: C31H46BrI2NO2SbSe4Si2TeW
Method: DFT, the ωB97M-V functional and the def2-TZVPD basis

Geometry as XYZ:
```
92
Properties=species:S:1:pos:R:3:forces:R:3:lowdin_charge:R:1
W 0.2304 0.1183 -0.0725 0.2711 0.9941 0.2083 0.847
I -1.9979 4.3663 -1.9808 -0.1257 0.0156 0.0398 1.128
I 3.2319 5.0158 -4.6934 0.0445 0.0421 -0.0495 0.999
Te -1.8113 0.9351 1.8764 -0.1880 -0.2414 0.0506 1.310
Sb -2.7350 -2.5429 2.4113 0.1289 -0.0288 0.0412 0.031
Br 2.4491 -2.0986 0.8255 0.1061 -0.2024 -0.0539 0.869
Se -4.9060 -2.0181 1.7608 -0.0068 0.0473 -0.0082 0.059
Se -0.0083 -0.8119 -2.1215 -0.0090 -0.1369 -0.1229 0.338
Se -1.9127 -3.9532 4.0706 -0.0294 0.0533 -0.0528 0.065
Se -0.8857 -2.0732 0.7238 -0.1518 -0.1851 0.1090 -0.069
Si -4.4512 2.5269 0.7467 0.1644 0.1536 0.0136 0.374
Si -0.5610 0.3149 4.9973 0.0072 -0.0014 -0.0274 0.412
O -0.3215 1.9078 -0.6029 -0.0235 0.1076 -0.1504 -0.417
O 1.4009 0.5827 1.3689 0.0987 -0.0606 0.0237 -0.412
N 2.0801 1.0091 -1.1172 -0.2770 -0.0365 0.0117 -0.055
C 0.3860 2.5741 -1.5508 -0.0006 -0.1367 0.0751 -0.401
C 4.9108 -0.1196 3.4878 0.0257 -0.0616 0.0131 -0.150
C 4.2830 3.7401 2.1762 0.0427 0.0620 -0.0236 -0.037
C 0.1484 1.2559 6.4468 -0.0283 -0.0025 0.0013 -0.168
C 7.2173 -1.0886 3.5630 0.0024 0.0007 -0.0051 -0.040
C -2.3061 -0.2220 5.3988 -0.0198 0.0001 0.0383 -0.193
C 3.2244 -0.7919 1.9421 -0.0288 0.1836 0.0167 -0.560
C 0.7716 4.3431 -3.1401 -0.0838 -0.0207 0.0493 -0.204
C -5.1635 4.1456 0.1420 -0.0189 -0.0182 0.0125 -0.185
C 1.9462 3.4724 1.5300 0.0005 -0.0385 0.0249 -0.034
C 3.8747 2.2828 -2.8095 -0.0382 -0.0067 0.0167 -0.004
C 2.0568 3.9408 -3.3617 -0.0360 -0.1416 0.1259 -0.658
C 4.2429 1.1795 -2.0936 -0.0466 -0.0075 0.0244 0.000
C 5.5883 -1.5240 5.4188 0.0033 -0.0037 -0.0024 -0.036
C 1.7009 2.1267 -1.8034 0.0818 -0.0582 0.0842 -0.203
C 2.5415 3.5523 3.9532 0.0396 -0.0079 0.0277 -0.022
C 2.6289 0.4805 1.9478 -0.1110 -0.0882 0.1066 -0.332
C -0.0773 3.6662 -2.2285 0.1762 0.0754 -0.1603 -0.620
C -5.5306 1.8880 2.1256 0.0183 -0.0505 0.0106 -0.184
C 4.3354 -1.1023 2.6813 0.0238 -0.0160 0.0234 -0.061
C -4.2268 1.2983 -0.6511 -0.0135 -0.0129 -0.0242 -0.192
C 6.0792 -0.4868 4.3980 -0.0016 -0.0036 0.0041 -0.556
C 2.5646 2.7969 -2.6825 0.0745 0.1115 -0.0906 -0.188
C 3.3040 0.5533 -1.2579 0.0808 0.0330 -0.0203 -0.099
C -2.7247 2.8260 1.5303 -0.0391 -0.0865 -0.1404 -0.511
C 0.6134 -1.0550 4.5228 0.0067 -0.0167 -0.0139 -0.171
C -0.6097 1.5287 3.5291 0.0612 -0.0247 0.1269 -0.508
C 6.6223 0.7237 5.1557 -0.0031 0.0076 0.0077 -0.058
C 4.3789 1.1540 3.4111 -0.0667 0.0432 -0.0229 0.028
C 2.9728 3.0356 2.5754 0.0055 -0.0188 0.0038 -0.515
C 3.2713 1.5228 2.6296 0.0433 -0.0740 -0.0202 -0.065
H 5.2365 0.7628 -2.1682 0.0054 0.0032 -0.0060 0.121
H 4.1114 4.8161 2.1174 0.0061 0.0058 -0.0075 0.094
H 4.7773 -1.1179 6.0263 -0.0017 0.0002 0.0011 0.091
H -2.9306 -0.4167 4.5230 0.0058 0.0243 0.0238 -0.034
H 3.3025 3.3626 4.7110 -0.0062 -0.0116 0.0059 0.088
H 7.4552 0.4094 5.7850 0.0019 0.0008 0.0025 0.092
H 6.9944 1.4942 4.4774 0.0061 0.0033 -0.0043 0.090
H -2.7969 0.5687 5.9723 -0.0339 -0.0014 -0.0076 0.042
H 1.8998 4.5635 1.5298 -0.0151 -0.0246 0.0012 0.101
H -5.6003 2.6300 2.9245 -0.0133 0.0080 0.0045 0.041
H 1.6266 -0.6419 4.4854 0.0238 -0.0084 -0.0193 0.031
H 0.4052 1.6795 3.1786 0.0401 0.0588 -0.1099 -0.030
H 5.2238 -2.4283 4.9291 0.0012 -0.0026 0.0054 0.083
H -1.0194 2.4990 3.8175 -0.0232 -0.0088 0.0061 0.028
H -6.5444 1.6922 1.7700 0.0044 -0.0124 -0.0117 0.045
H -4.8644 1.5682 -1.4957 -0.0343 -0.0430 0.0057 0.042
H -2.0529 3.4714 0.9664 0.0172 -0.0715 -0.0495 -0.028
H 2.2676 3.1625 0.5402 -0.0016 -0.0552 -0.1867 0.075
H 0.6048 -1.8595 5.2604 -0.0050 0.0043 0.0105 0.039
H -6.1717 3.9696 -0.2409 -0.0143 -0.0143 0.0177 0.043
H 7.5675 -0.3797 2.8107 0.0020 0.0056 -0.0016 0.093
H -2.3178 -1.1296 6.0051 0.0200 0.0082 0.0120 0.034
H 1.6143 3.0895 4.2866 -0.0582 -0.0222 0.0245 0.061
H 6.9122 -2.0034 3.0538 -0.0040 0.0013 -0.0069 0.078
H -5.2434 4.8805 0.9448 0.0186 -0.0066 0.0245 0.041
H 0.2123 0.6050 7.3219 -0.0164 -0.0120 0.0015 0.043
H -4.5904 4.5944 -0.6669 0.0234 0.0318 -0.0244 -0.040
H 4.7358 -2.1059 2.6477 -0.0033 -0.0075 -0.0043 0.113
H -0.4741 2.1109 6.7183 0.0046 0.0052 -0.0026 0.040
H 0.3979 -1.5071 3.5518 -0.0286 -0.0027 -0.0245 -0.011
H -3.2008 1.2890 -1.0301 0.0179 0.0392 -0.0023 0.000
H 4.5742 2.7713 -3.4743 0.0066 -0.0018 -0.0012 0.074
H 1.1560 1.6189 6.2394 0.0356 0.0160 -0.0255 0.024
H 6.4036 -1.8095 6.0850 0.0070 -0.0007 0.0018 0.091
H 3.5643 -0.3471 -0.7223 -0.0127 -0.0061 -0.0055 0.064
H 5.0876 3.5723 2.8906 -0.0224 0.0511 -0.0373 0.079
H 5.8680 1.1667 5.8089 -0.0070 0.0041 -0.0027 0.089
H -4.4827 0.2796 -0.3503 0.0038 0.0117 0.0250 -0.002
H 4.8510 1.9360 3.9866 -0.0187 -0.0475 0.0125 0.094
H 2.3810 4.6310 3.9065 0.0054 0.0022 0.0000 0.097
H -5.1513 0.9580 2.5547 0.0036 -0.0218 -0.0027 -0.017
H 0.9395 3.1027 1.6994 -0.1033 -0.1050 0.0611 0.063
H -2.8236 3.2140 2.5472 -0.0094 0.0619 -0.0107 0.016
H 0.3765 5.2043 -3.6605 0.0060 0.0014 -0.0071 0.082
H 8.0584 -1.3399 4.2106 0.0025 -0.0021 0.0036 0.091
H 4.6230 3.3950 1.1968 0.0041 -0.0007 0.0088 0.094
```
Positions in Å, forces in eV/Å.

Summary:
* HOMO energy: -10.59 eV
* energy above the lowest of the compared OMol25 structures with the same formula, charge and spin: 124.0 kJ/mol
* orbital gap: 5.9 eV
* max |F|: 1.05 eV Å⁻¹
* net charge: +1

Molecular formula: C11H12N2O
Method: DFT, the ωB97M-V functional and the def2-TZVPD basis

Geometry as XYZ:
```
26
Properties=species:S:1:pos:R:3:forces:R:3:nbo_charge:R:1
O 2.5052 -0.4278 0.5454 -0.8094 -0.3091 0.8183 -0.490
N 2.5086 0.3642 -1.6060 -0.3569 -0.0107 0.0747 -0.698
N 0.2601 -1.2627 0.3542 0.3694 -0.0558 -0.1707 -0.362
C 1.1233 2.3286 0.7014 -0.0207 -0.2160 -0.1866 -0.629
C -3.2561 -0.4871 -0.4531 -0.0464 -0.1197 0.0164 -0.222
C -0.8617 0.6958 0.2735 0.0546 -0.4380 0.0307 -0.009
C 1.1406 -0.2256 0.5508 -0.3375 0.7675 0.0517 0.449
C -3.1444 0.9021 -0.3749 -0.1483 0.1612 0.0002 -0.235
C -2.1851 -1.3117 -0.1742 -0.0143 -0.1044 0.0268 -0.236
C 0.5488 -2.6585 0.5253 -0.0218 -0.2255 0.0534 -0.403
C 3.1131 -0.0033 -0.5726 1.2328 0.0193 -0.8385 0.411
C -0.9805 -0.7118 0.1674 -0.2121 0.4666 -0.0948 0.126
C 0.5084 0.9791 0.5567 0.2349 -0.0205 0.1911 -0.127
C -1.9629 1.5037 -0.0032 0.0860 -0.0664 0.0122 -0.219
H 0.4757 2.9770 1.2886 0.0281 0.0691 0.0747 0.219
H -2.2757 -2.3815 -0.2681 -0.0175 -0.1877 0.0116 0.211
H 0.1732 -3.2320 -0.3229 0.0501 -0.0163 -0.0009 0.207
H 0.0816 -3.0344 1.4413 0.0672 -0.0434 -0.0668 0.201
H 4.1997 -0.0729 -0.4174 -0.2868 0.0668 -0.1260 0.155
H -3.9986 1.5133 -0.6275 -0.0773 0.0445 0.0098 0.209
H 1.2652 2.7851 -0.2781 0.0603 0.1223 -0.0667 0.220
H 1.6272 -2.7911 0.5990 -0.0766 -0.0165 -0.0361 0.223
H -1.8747 2.5793 0.0325 -0.0146 0.1176 0.0293 0.211
H 3.1123 0.6371 -2.3702 0.2680 -0.0369 0.1466 0.363
H 2.0918 2.2585 1.1926 0.0529 0.0837 0.0353 0.217
H -4.1952 -0.9233 -0.7607 -0.0640 -0.0517 0.0043 0.210
```
Positions in Å, forces in eV/Å.

Summary:
* HOMO energy: -7.55 eV
* energy above the lowest of the compared OMol25 structures with the same formula, charge and spin: 102.1 kJ/mol
* SMILES: [H]/N=C/Oc1c(C)c2ccccc2n1C
* orbital gap: 8.4 eV
* max |F|: 1.49 eV Å⁻¹
* net charge: 0

Molecular formula: C12H5F6I2N2O7PdS2
Method: DFT, the ωB97M-V functional and the def2-TZVPD basis

Geometry as XYZ:
```
37
Properties=species:S:1:pos:R:3:forces:R:3:nbo_charge:R:1
I 2.2020 5.8886 -1.3659 -0.0353 -0.2204 -0.0124 0.082
I 3.7139 0.2186 -2.4849 -0.1111 0.0638 0.1702 0.141
Pd -0.9944 -0.2791 0.2541 -0.1684 1.9618 -0.2259 1.250
S -0.9683 -2.7781 -0.0881 -0.2159 -2.4944 -0.1922 2.189
S 1.6044 -2.3218 0.7220 0.3396 -0.3887 1.0240 2.278
F 0.6460 -4.0431 2.5330 0.1678 0.0715 -0.0268 -0.319
F -1.1624 -4.9811 -1.5418 -0.0707 0.0123 0.1167 -0.313
F 2.4702 -4.6990 1.5698 -0.0831 0.1186 -0.0110 -0.322
F 2.5386 -3.1194 3.0527 -0.0474 -0.0581 -0.0959 -0.321
F -2.9267 -4.4973 -0.3772 0.1080 0.0091 0.0162 -0.315
F -1.1759 -5.3149 0.6028 -0.0245 0.0551 -0.1100 -0.311
O 2.9044 -2.2487 0.1519 0.0620 -0.0200 -0.3658 -0.904
O -1.4116 -2.4680 1.2509 -0.1196 0.1470 0.1704 -0.914
O -1.6208 -2.0302 -1.1509 0.2606 0.1202 -0.0176 -0.910
O -0.7611 1.1609 1.9984 0.1412 -0.4450 -0.1062 -0.696
O 0.7704 -0.1881 -1.1847 -0.2480 0.5053 0.3992 -0.744
O -2.6964 0.1098 1.7603 0.2514 -0.1987 -0.2026 -0.712
O 1.0807 -1.1993 1.4612 0.0653 -0.2921 -0.1701 -0.945
N 0.5637 -3.0315 -0.2472 -0.0913 0.3522 -0.1982 -1.199
N -1.1927 1.6010 -0.8241 -0.0716 0.1762 0.3105 -0.440
C -2.1830 2.4360 -0.6111 -0.0258 -0.1548 -0.0511 0.065
C -1.8635 0.7538 2.4407 -0.2267 0.4459 0.2493 0.625
C 0.0607 2.0680 -1.0374 0.0991 0.2918 -0.1049 0.088
C 2.5960 2.9245 -1.7378 -0.1157 0.0592 0.0171 -0.217
C 1.6556 3.8514 -1.3717 0.2563 0.4715 -0.0487 -0.189
C -1.5899 -4.5040 -0.3704 0.1322 0.1782 -0.1025 0.731
C 2.3020 1.5607 -1.7277 -0.0383 -0.3806 -0.0734 -0.289
C -0.7308 4.3262 -0.7546 -0.0694 -0.0647 0.0332 -0.122
C 1.0678 1.0564 -1.2900 0.0889 -0.2727 -0.2143 0.431
C -1.9851 3.8204 -0.5533 -0.0078 0.0952 -0.1261 -0.264
C 0.3427 3.4594 -1.0484 -0.1421 -0.2946 -0.0065 -0.119
C 1.8199 -3.6286 2.0442 -0.0873 0.1097 -0.0831 0.712
H -2.1164 0.9944 3.4889 -0.0190 0.0255 -0.0888 0.090
H 3.5822 3.2420 -2.0468 0.0040 0.0178 0.0134 0.230
H -0.5561 5.3920 -0.6967 0.0276 0.0113 -0.0355 0.223
H -2.8244 4.4724 -0.3544 0.0025 -0.0083 0.0208 0.218
H -3.1615 1.9959 -0.4660 0.0124 -0.0062 0.1288 0.212
```
Positions in Å, forces in eV/Å.

Summary:
* spin multiplicity: 3
* HOMO energy (spin up / spin down): -5.03 / -5.00 eV
* energy above the lowest of the compared OMol25 structures with the same formula, charge and spin: 0.0 kJ/mol
* expectation value of S²: 2.005
* orbital gap (spin up / spin down): 7.1 / 6.5 eV
* max |F|: 2.51 eV Å⁻¹
* net charge: -1

Q: Among the records above, which one has the lowest max |F|?
A: C31H46BrI2NO2SbSe4Si2TeW